(1)
C22H28N6O3 | ωB97M-V/def2-TZVPD

Summary:
HOMO ... -8.50 eV
HOMO-LUMO gap ... 9.06 eV
Structure (SMILES) ... CCC[C@@H](c1nnnn1Cc1ccc(OC)cc1)N1CCN(C(=O)c2ccco2)CC1

Last column: Mulliken charge in e.
Cartesian coordinates (Å):
C1 -2.403290 -1.377459 5.645109  -1.4908
C2 -1.762126 -0.780679 4.398002  0.0686
C3 -2.530060 -1.181881 3.143403  -1.5257
C4 -1.973876 -0.592656 1.829931  0.1314
C5 -2.215796 0.878194 1.766831  -0.1407
N1 -1.937820 1.764232 2.699895  0.0025
N2 -2.333539 2.942854 2.244616  -0.8636
N3 -2.838754 2.839920 1.090180  -0.4052
N4 -2.793764 1.551354 0.735125  1.0106
C6 -3.221779 1.138801 -0.575276  -1.3863
C7 -2.051891 1.098802 -1.530812  1.2618
C8 -1.164067 2.164871 -1.581719  -1.0713
C9 -0.050015 2.131733 -2.400551  0.1042
C10 0.194552 1.014884 -3.195301  0.4026
O1 1.256124 0.866676 -4.020685  -0.4729
C11 2.207349 1.910477 -4.082568  -0.8156
C12 -0.714937 -0.045815 -3.169455  -0.2638
C13 -1.819647 -0.004393 -2.344552  -1.0299
N5 -0.578064 -0.984083 1.644962  0.2860
C14 0.453711 -0.035468 2.027562  -1.1780
C15 1.037756 0.696936 0.822967  -0.4305
N6 1.670857 -0.261731 -0.069384  0.3675
C16 2.637267 0.197666 -0.892647  0.1893
O2 2.891061 1.396631 -0.958972  -0.7453
C17 3.432733 -0.738142 -1.703392  0.5895
C18 4.436297 -0.385501 -2.573393  -0.3913
C19 4.957549 -1.587023 -3.093297  -0.6255
C20 4.243792 -2.586099 -2.503912  -0.5467
O3 3.326353 -2.088643 -1.664045  -0.3157
C21 1.169189 -1.614687 0.017930  -1.2533
C22 -0.318555 -1.589980 0.348766  0.1306
H1 -2.424722 -2.463911 5.585066  0.3413
H2 -3.424657 -1.020826 5.759249  0.3639
H3 -1.841973 -1.093757 6.531560  0.3914
H4 -1.746259 0.306251 4.478552  0.2957
H5 -0.735256 -1.135386 4.311959  0.1249
H6 -2.506892 -2.269054 3.044493  0.4675
H7 -3.574093 -0.873438 3.242801  0.4090
H8 -2.548099 -1.049267 1.012719  0.6371
H9 -3.955750 1.882095 -0.902531  0.3244
H10 -3.706571 0.160634 -0.510951  0.4347
H11 -1.342325 3.036768 -0.967419  0.4646
H12 0.629269 2.967179 -2.392885  0.3792
H13 2.650240 2.096636 -3.100273  0.2434
H14 1.758459 2.830193 -4.470249  0.3740
H15 2.972876 1.563224 -4.774075  0.2281
H16 -0.526472 -0.899741 -3.800836  0.4505
H17 -2.511890 -0.835318 -2.337817  0.3268
H18 1.254878 -0.585922 2.533804  0.2583
H19 0.045373 0.685970 2.734375  0.8038
H20 0.252001 1.241497 0.284900  -0.3832
H21 1.791464 1.426169 1.129898  0.7508
H22 4.753325 0.612578 -2.791526  0.6346
H23 5.751596 -1.694156 -3.803010  0.4702
H24 4.292998 -3.653634 -2.595083  0.4845
H25 1.293725 -2.116659 -0.940892  0.7581
H26 1.716103 -2.182110 0.780612  0.1509
H27 -0.694753 -2.619617 0.369712  0.4593
H28 -0.829204 -1.056189 -0.467471  -0.2364

Cartesian forces, eV/Å:
C 0.1727 0.0817 -0.1659
C -0.2260 -0.0572 0.0379
C 0.1210 0.2506 -0.1098
C -0.0717 -0.4867 0.3479
C -0.3722 0.3943 -0.6368
N 0.1793 -0.7851 0.2857
N 0.0907 0.8589 0.4030
N -0.6107 0.4347 -1.1026
N 0.3639 -0.2740 1.3668
C -0.0347 0.0184 -0.6138
C -0.0355 -0.0314 0.0012
C -0.1880 -0.1147 -0.1032
C 0.2016 0.0128 -0.1383
C -0.2250 -0.0985 0.0383
O -0.2323 -0.2427 0.0586
C 0.2012 0.2313 0.0220
C 0.1752 0.0436 -0.1051
C -0.0458 0.2662 -0.0754
N -0.0421 -0.0916 -0.1273
C 0.2979 0.1122 0.0061
C -0.0714 0.4005 0.3116
N 0.0228 0.1188 0.0171
C -0.3434 -0.0434 0.3124
O 0.2025 0.0352 -0.1252
C 0.9006 0.6425 -0.7716
C -0.6715 -0.0546 0.5697
C -0.2264 -0.4909 0.1644
C 0.5926 0.0997 -0.5185
O -0.2518 -0.1295 0.2791
C -0.2718 -0.5243 -0.0546
C -0.0055 -0.1833 -0.1978
H -0.0377 -0.1364 0.0560
H -0.1259 0.0124 0.0569
H 0.0005 -0.0195 0.1439
H 0.1005 -0.0844 0.0400
H 0.0996 0.0336 -0.0154
H -0.0433 -0.0488 -0.0488
H -0.1063 -0.0391 0.0245
H 0.1002 0.0725 0.0748
H 0.0061 -0.1820 0.1370
H 0.0206 0.1558 0.0146
H 0.0320 0.0605 0.0637
H 0.1148 0.0681 -0.0136
H -0.0279 -0.0035 -0.0740
H -0.0028 -0.0316 -0.0107
H -0.0291 0.0646 0.0249
H 0.0394 -0.1055 -0.0923
H -0.0397 -0.1117 0.0303
H 0.0160 0.1401 0.0522
H 0.1810 -0.0818 -0.0394
H 0.1003 0.0017 0.1314
H -0.1247 -0.0483 -0.0046
H 0.0032 0.2400 0.0272
H 0.1577 -0.1030 -0.1409
H -0.0748 -0.1372 0.0603
H -0.0727 0.0224 0.2163
H -0.0419 -0.0542 -0.0970
H 0.0562 0.0318 -0.1622
H 0.1028 -0.1097 0.1688

---

(2)
C23H27Cl2OSi | ωB97M-V/def2-TZVPD

Summary:
HOMO ... -10.88 eV
HOMO-LUMO gap ... 4.85 eV
Net charge ... +1

Last column: Mulliken charge in e.
Cartesian coordinates (Å):
Cl1 -6.391897 2.521352 -3.448041  -0.1358
C1 -4.769095 1.955832 -3.400721  0.5083
C2 -4.503546 0.590630 -3.382626  -0.8378
C3 -3.211567 0.143303 -3.348933  -0.4983
C4 -2.116871 1.043784 -3.333703  1.0419
C5 -0.814445 0.485772 -3.333778  -0.5369
C6 0.487503 1.043469 -3.355383  1.1860
C7 1.583405 0.144520 -3.331326  -0.5719
C8 2.875356 0.594756 -3.357069  -0.8644
C9 3.140480 1.959501 -3.401191  0.4986
Cl2 4.762637 2.525897 -3.440895  -0.1384
C10 2.089060 2.867987 -3.424301  -1.3241
C11 0.794562 2.424699 -3.409868  0.1718
C12 -2.425968 2.425811 -3.322010  0.1593
C13 -3.720085 2.868118 -3.367400  -1.2935
H1 -5.327950 -0.099307 -3.403240  0.4441
H2 -3.014970 -0.915902 -3.334896  0.4219
H3 -0.812899 -0.591370 -3.326512  0.2567
H4 1.388543 -0.914361 -3.293107  0.4315
H5 3.701505 -0.096162 -3.356083  0.4398
H6 2.324273 3.920285 -3.464435  0.4510
H7 0.018370 3.156619 -3.464535  0.3488
H8 -1.651174 3.158816 -3.250835  0.3453
H9 -3.954718 3.919990 -3.383821  0.4343
C14 1.041576 -3.222454 4.889644  -1.3724
C15 0.110516 -2.493313 3.951303  -0.4044
Si1 1.015772 -1.247626 2.849692  -0.2768
C16 1.875783 0.052218 3.898820  -0.3741
C17 0.911411 0.817445 4.768270  -1.2588
C18 2.297181 -2.116323 1.785565  -0.3625
C19 1.684587 -3.164156 0.892196  -1.2766
C20 -0.118489 -0.338809 1.685073  -0.0612
C21 -1.478014 -0.475213 1.545495  -0.0328
C22 -1.881070 0.417119 0.552526  -0.6067
C23 -0.745975 1.061594 0.124935  -0.8059
O1 0.344359 0.608095 0.810247  -0.2754
H10 0.513717 -3.940270 5.523176  0.3804
H11 1.806648 -3.772416 4.338067  0.3003
H12 1.563413 -2.525541 5.548471  0.3053
H13 -0.417491 -3.191090 3.296828  0.4407
H14 -0.659103 -1.947960 4.502997  0.4512
H15 2.638841 -0.457294 4.492176  0.4187
H16 2.396910 0.715276 3.203364  0.3904
H17 1.413431 1.580183 5.368357  0.3795
H18 0.151850 1.319957 4.165929  0.2639
H19 0.385679 0.152151 5.455832  0.2930
H20 2.793694 -1.336639 1.201996  0.3793
H21 3.046008 -2.543623 2.456781  0.4100
H22 2.431000 -3.661418 0.268096  0.3884
H23 1.179151 -3.935119 1.476938  0.2883
H24 0.937651 -2.726600 0.226619  0.2504
H25 -2.102849 -1.149465 2.105776  0.5625
H26 -2.886620 0.565322 0.193709  0.5111
H27 -0.700067 1.821944 -0.644174  0.7562

Cartesian forces, eV/Å:
Cl 0.4133 -0.1626 0.0016
C -0.1925 -0.1240 -0.0060
C -0.4349 -0.0857 -0.0221
C 0.4321 0.1065 -0.0326
C -0.0316 0.1138 0.0400
C 0.0570 0.4397 0.0573
C -0.0403 0.0927 -0.0341
C -0.3702 0.1249 0.0093
C 0.4617 -0.1683 -0.0246
C 0.2039 -0.1968 0.0159
Cl -0.4242 -0.1639 0.0188
C 0.0284 0.4104 -0.0064
C 0.0855 -0.1299 -0.0302
C -0.0232 -0.1661 0.0463
C -0.0690 0.3165 -0.0289
H -0.1267 -0.1845 0.0149
H 0.0114 -0.2013 -0.0163
H -0.0107 -0.3554 0.0410
H -0.0049 -0.2038 0.0143
H 0.0790 -0.1397 0.0416
H -0.1141 0.1044 -0.0151
H -0.0254 0.2051 -0.0163
H 0.0093 0.1970 -0.0336
H 0.0895 0.1414 0.0645
C 0.3910 -0.2152 0.3042
C -0.4879 0.6979 -0.8465
Si 0.9173 -0.0463 0.4150
C 0.1077 -0.5322 -0.5018
C -0.2474 0.3748 0.3997
C -0.0863 0.4693 0.4716
C -0.0347 -0.4510 -0.3754
C -0.9296 -0.5252 0.3205
C 0.9449 -0.4507 0.6369
C 0.3873 0.9422 -1.0100
C -1.1838 -0.4876 0.1248
O -0.6364 0.2929 -0.4578
H 0.0246 0.0767 -0.0746
H 0.0125 -0.0482 0.0288
H 0.0007 -0.0267 0.0418
H -0.0824 -0.1047 0.0529
H -0.0738 -0.0571 0.0729
H 0.0877 0.0888 0.0558
H 0.1029 0.0751 0.0592
H -0.0609 -0.0298 -0.0059
H -0.0278 0.0348 0.0099
H -0.0097 0.0263 0.0570
H 0.1274 -0.0252 -0.0401
H 0.1028 -0.0439 -0.0793
H -0.0488 -0.0372 0.0057
H 0.0033 -0.0537 -0.0410
H -0.0590 0.0069 -0.0366
H 0.0302 -0.0427 0.0743
H 0.0254 0.1455 -0.0824
H 0.6997 -0.0241 0.3214

---

(3)
C5H8N2 | ωB97M-V/def2-TZVPD

Summary:
HOMO ... -8.73 eV
HOMO-LUMO gap ... 9.89 eV
Structure (SMILES) ... N[C@@H]1C=N1.C1=CC1

Last column: Mulliken charge in e.
Cartesian coordinates (Å):
N1 1.813656 0.435020 -0.487781  -0.4028
C1 1.307699 -0.254970 0.629620  -0.4173
C2 0.315459 0.242615 1.530279  0.2319
N2 1.382198 0.291188 2.174307  -0.5774
H1 2.808507 0.319348 -0.628906  0.2032
H2 1.533763 1.403450 -0.573625  0.2067
H3 1.519496 -1.320323 0.573189  0.4172
H4 -0.755120 0.413738 1.618842  0.2973
C3 -0.903276 -0.922867 -0.761015  -0.1687
C4 -1.914208 -0.560741 -0.041463  -0.6650
C5 -1.388092 0.466834 -0.996214  -0.3273
H5 -0.260226 -1.700271 -1.134557  0.4389
H6 -2.698605 -0.822129 0.649358  0.4209
H7 -0.817391 1.337707 -0.639558  0.1076
H8 -1.943863 0.671397 -1.912480  0.2347

Cartesian forces, eV/Å:
N 0.0960 0.2055 0.1127
C 0.5745 -0.0811 0.5193
C 0.1505 0.0085 0.0761
N -0.0250 -0.0670 -0.8220
H -0.0741 0.0949 0.0878
H 0.0823 -0.1369 0.1075
H -0.1219 0.1273 0.1848
H 0.1462 0.2257 0.2723
C -0.6458 -0.2641 -0.1658
C -0.1802 -0.3949 -0.3619
C -0.0790 0.2984 -0.2143
H 0.0268 0.1203 0.1008
H 0.0915 0.0520 -0.0328
H -0.0851 -0.3008 0.0343
H 0.0433 0.1122 0.1012